No. 1
33
Properties=species:S:1:pos:R:3:forces:R:3 method="wB97M-V/def2-TZVPD" charge=+2 spin_multiplicity=3 homo_lumo_gap_ev="6.223 / 5.542" e_lumo_ev="-8.95 / -9.98" homo_ev="-15.2 / -15.5"
Au -0.15845 -1.27354 -1.47825 0.0 0.2 0.5
O 2.98865 -0.80467 0.36711 -0.1 -0.2 -0.2
C 2.42806 -0.40338 -0.61987 0.1 0.2 0.3
O 1.86957 -1.15295 -1.55500 0.0 0.0 -0.1
C 2.31444 1.08353 -0.81554 -0.1 0.1 0.1
C 3.35679 1.84194 -1.28778 -0.1 0.1 0.0
C 3.19603 3.22451 -1.41376 -0.3 0.1 0.1
C 1.99144 3.86593 -1.03441 0.4 0.0 -0.1
C 0.94461 3.13522 -0.56160 0.0 -0.3 0.0
C 1.08820 1.71967 -0.44308 0.0 0.0 -0.3
S -0.25600 0.82682 0.09222 -0.1 0.1 -0.1
H 4.28863 1.37193 -1.57230 0.0 0.0 0.0
H 4.01021 3.81827 -1.80972 0.0 0.0 0.0
H 1.90345 4.94072 -1.11415 0.1 0.0 0.0
H 0.02588 3.61383 -0.24941 0.0 -0.1 -0.1
C -3.51746 -0.34232 -1.07827 -0.1 0.0 0.0
Se -2.48156 -1.97415 -1.26363 0.0 0.1 0.0
C -2.43145 -2.60844 0.59969 0.0 0.1 -0.1
C -1.95143 -1.65303 1.67488 0.1 0.1 0.0
Se -0.00442 -1.51029 1.84511 0.0 -0.4 0.0
C -0.00581 -0.58541 3.53863 0.1 0.2 0.0
H -4.40116 -0.58150 -0.49063 0.0 0.0 0.0
H -3.81961 -0.05988 -2.08359 0.0 0.0 0.0
H -2.93604 0.44864 -0.62006 0.0 0.0 0.0
H -1.84148 -3.52303 0.56173 0.0 -0.1 0.0
H -3.46292 -2.89342 0.79957 -0.1 0.0 0.0
H -2.27710 -2.02248 2.64748 0.0 0.0 0.0
H -2.34649 -0.64279 1.55811 0.0 0.0 0.0
H -0.77889 0.17919 3.54428 0.0 0.0 0.0
H 0.97870 -0.14252 3.66387 0.0 0.0 0.0
H -0.18269 -1.32722 4.31522 0.0 0.0 0.0
O 1.07511 -3.26517 -3.29148 0.1 0.0 -0.1
N 0.39318 -3.30400 -2.42540 0.0 -0.2 -0.1

---

No. 2
88
Properties=species:S:1:pos:R:3:forces:R:3 method="wB97M-V/def2-TZVPD" smiles="CCCOc1ccc(Cl)c2c1C(=O)c1ccccc1C2=O.CCO.CCO.CCO.CCO.CCO.CCO" homo_lumo_gap_ev=8.392 e_lumo_ev=-0.57 homo_ev=-9.0
C -0.35260 -5.69250 -2.74299 -0.2 0.1 0.1
C -1.27653 -4.64274 -3.36219 0.1 -0.2 -0.1
C -0.53507 -3.35449 -3.69692 0.1 0.1 -0.1
O -1.36898 -2.19308 -3.68888 -0.1 -0.1 -0.1
C -1.85267 -1.84989 -2.46177 0.0 0.1 0.0
C -0.97835 -1.35567 -1.49727 -0.1 -0.1 0.1
C -1.45301 -1.00202 -0.25006 0.0 0.0 -0.1
C -2.80279 -1.13476 0.05550 -0.1 0.0 -0.1
Cl -3.29545 -0.71141 1.66224 0.0 0.0 0.0
C -3.69510 -1.63222 -0.89169 0.2 0.1 -0.1
C -3.20789 -1.98849 -2.16789 0.0 0.1 0.2
C -4.16716 -2.55264 -3.17042 -0.1 0.0 0.1
O -4.05826 -2.39540 -4.36207 0.1 -0.1 -0.1
C -5.29124 -3.33931 -2.58485 0.0 -0.1 0.0
C -5.86488 -4.39123 -3.28883 -0.1 0.1 0.1
C -6.90584 -5.10571 -2.71196 0.1 0.1 0.0
C -7.39108 -4.75319 -1.45400 0.1 0.0 -0.1
C -6.84012 -3.68575 -0.76067 -0.1 0.0 -0.1
C -5.77460 -2.99138 -1.32583 0.0 -0.1 0.0
C -5.14788 -1.85294 -0.60162 -0.2 0.0 0.2
O -5.78626 -1.18302 0.17912 0.2 -0.1 0.0
H 0.33094 -6.11810 -3.47623 0.1 0.0 0.0
H -0.93788 -6.50292 -2.30942 0.0 -0.1 -0.1
H 0.22515 -5.24631 -1.93219 0.1 0.0 0.0
H -2.10103 -4.45158 -2.67377 0.0 0.2 0.1
H -1.71933 -5.03168 -4.28053 -0.1 0.0 0.1
H -0.14688 -3.40405 -4.71348 0.1 0.0 0.0
H 0.31991 -3.20329 -3.02886 -0.1 0.0 0.1
H 0.07257 -1.24346 -1.73154 0.0 0.1 0.0
H -0.77469 -0.61741 0.49829 0.0 0.0 0.0
H -5.49039 -4.63827 -4.27227 0.0 0.0 0.0
H -7.33664 -5.93672 -3.25378 -0.1 0.0 0.0
H -8.20570 -5.31565 -1.01829 0.0 0.0 0.0
H -7.23045 -3.39608 0.20695 0.0 0.1 0.0
C -8.34969 -0.37911 3.07350 0.0 0.0 -0.1
C -8.32181 -1.81886 3.54792 0.1 0.1 0.0
O -7.60590 -2.66575 2.65089 0.0 -0.1 0.0
H -8.79308 -0.31485 2.07929 0.0 0.0 0.0
H -8.92364 0.23987 3.76312 0.0 0.0 0.0
H -7.33611 0.02492 3.00560 0.0 0.0 0.0
H -9.33085 -2.22562 3.59792 0.0 0.0 0.0
H -7.88833 -1.88094 4.55106 -0.1 0.0 0.0
H -6.70604 -2.32914 2.58325 0.0 0.1 -0.1
C 3.63353 1.45894 -2.59985 -0.1 0.0 0.0
C 3.19771 0.35870 -1.65459 0.0 0.0 -0.1
O 2.05933 -0.35853 -2.13847 0.1 0.0 0.0
H 2.81409 2.15819 -2.77037 0.0 0.0 0.0
H 4.48941 2.00173 -2.20003 0.0 0.0 0.0
H 3.92406 1.04304 -3.56794 0.0 0.0 0.0
H 2.89417 0.77333 -0.69437 0.0 0.0 0.0
H 4.02231 -0.33885 -1.47395 0.0 0.0 0.1
H 2.29386 -0.74295 -2.98932 0.0 0.0 0.0
C -9.62864 2.45894 6.91390 0.0 0.0 -0.1
C -9.54254 1.00661 7.34399 0.1 0.0 0.0
O -8.78765 0.21526 6.43110 0.0 0.0 0.0
H -10.07057 2.53483 5.92009 0.0 0.0 0.0
H -10.23525 3.03813 7.61130 0.0 0.0 0.0
H -8.63435 2.91000 6.87367 0.0 0.0 0.0
H -10.53385 0.55654 7.37054 0.0 0.0 0.0
H -9.11403 0.93155 8.34920 0.0 0.0 0.0
H -7.89629 0.57583 6.39194 0.0 0.0 0.0
C 8.85992 2.62734 -0.71021 0.0 0.1 -0.1
C 7.45439 2.11886 -0.94804 0.1 0.0 0.0
O 6.96674 2.48515 -2.24754 0.0 0.0 0.0
H 8.88339 3.70816 -0.83131 0.0 0.0 0.1
H 9.22121 2.38197 0.28788 0.0 0.0 0.0
H 9.55121 2.19563 -1.44013 0.0 -0.1 0.0
H 6.75824 2.56719 -0.24004 0.0 0.0 0.0
H 7.40200 1.03089 -0.83098 0.0 0.0 0.0
H 7.55687 2.09346 -2.89925 0.0 0.0 0.0
C 5.94022 6.85943 -1.85711 0.0 -0.1 0.0
C 7.36533 6.67332 -2.34397 0.0 -0.1 0.0
O 7.88346 5.38894 -2.01882 -0.1 0.2 -0.1
H 5.88711 6.71170 -0.77810 0.0 0.0 0.0
H 5.57281 7.85956 -2.09177 0.0 0.0 0.0
H 5.27396 6.13283 -2.32777 0.0 0.0 0.0
H 8.02932 7.39123 -1.86369 0.0 0.0 0.0
H 7.42270 6.83910 -3.42558 0.0 0.0 0.0
H 7.32776 4.72135 -2.44172 0.1 -0.2 0.1
C 12.38959 2.61620 3.81682 0.0 0.0 -0.1
C 11.12939 2.74764 2.98265 0.0 -0.1 0.0
O 11.40795 3.04897 1.61878 0.0 0.0 0.1
H 12.97595 3.53359 3.76341 0.0 0.0 0.0
H 12.14841 2.41522 4.86143 0.0 0.0 0.0
H 13.01301 1.79767 3.44924 0.0 0.0 0.0
H 10.51639 3.57195 3.34435 0.0 0.0 0.0
H 10.53199 1.83121 3.05085 0.0 0.0 0.0
H 11.94095 2.33305 1.25935 0.0 0.0 0.0

---

No. 3
23
Properties=species:S:1:pos:R:3:forces:R:3 method="wB97M-V/def2-TZVPD" smiles="Nc1cccc(=O)o1.C/N=C(/N)F" homo_lumo_gap_ev=8.390 e_lumo_ev=0.53 homo_ev=-7.9
C -3.10389 -0.98058 -0.68044 -0.3 0.5 0.7
C -1.94406 -0.71760 -1.24701 1.8 -0.6 -2.7
C -3.59886 -0.06449 0.29101 -1.1 -1.3 -0.1
C -1.45721 1.07857 0.27127 0.6 -2.1 -1.4
C -1.04375 0.26573 -0.78707 -0.4 1.3 0.9
C 2.47197 0.33986 0.24678 0.9 -1.1 0.7
C 2.33489 -2.01365 0.52723 -3.6 1.3 1.6
N 2.32008 -0.80320 -0.22582 0.9 0.9 0.4
N -0.71309 1.99763 0.93782 0.2 1.6 0.6
N 2.80429 1.39836 -0.55448 0.4 -0.1 -1.1
O -4.74709 -0.08037 0.66316 0.6 0.9 0.7
O -2.67949 0.85576 0.79756 0.0 1.0 0.5
F 2.59736 0.69551 1.57107 -0.4 -0.5 -0.6
H -3.71392 -1.76788 -1.01631 -0.9 -0.5 -0.3
H -1.73700 -1.26015 -2.23050 0.2 0.6 1.6
H -0.09167 0.39486 -1.25822 0.3 0.2 -0.1
H 2.39202 -1.94359 1.63668 0.3 0.2 -0.7
H 1.32690 -2.35855 0.28439 0.0 -0.9 0.5
H 3.00050 -2.68418 0.13616 1.9 -1.6 -0.9
H 0.22641 2.33558 0.55611 -2.3 -0.8 0.7
H -1.26647 2.59884 1.61231 1.3 -1.0 -1.3
H 3.01569 0.86502 -1.45443 0.1 1.8 1.3
H 3.60639 1.84855 -0.07725 -0.6 0.0 -1.1

---

What did the first record say?
33
Properties=species:S:1:pos:R:3:forces:R:3 method="wB97M-V/def2-TZVPD" charge=+2 spin_multiplicity=3 homo_lumo_gap_ev="6.223 / 5.542" e_lumo_ev="-8.95 / -9.98" homo_ev="-15.2 / -15.5"
Au -0.15845 -1.27354 -1.47825 0.0 0.2 0.5
O 2.98865 -0.80467 0.36711 -0.1 -0.2 -0.2
C 2.42806 -0.40338 -0.61987 0.1 0.2 0.3
O 1.86957 -1.15295 -1.55500 0.0 0.0 -0.1
C 2.31444 1.08353 -0.81554 -0.1 0.1 0.1
C 3.35679 1.84194 -1.28778 -0.1 0.1 0.0
C 3.19603 3.22451 -1.41376 -0.3 0.1 0.1
C 1.99144 3.86593 -1.03441 0.4 0.0 -0.1
C 0.94461 3.13522 -0.56160 0.0 -0.3 0.0
C 1.08820 1.71967 -0.44308 0.0 0.0 -0.3
S -0.25600 0.82682 0.09222 -0.1 0.1 -0.1
H 4.28863 1.37193 -1.57230 0.0 0.0 0.0
H 4.01021 3.81827 -1.80972 0.0 0.0 0.0
H 1.90345 4.94072 -1.11415 0.1 0.0 0.0
H 0.02588 3.61383 -0.24941 0.0 -0.1 -0.1
C -3.51746 -0.34232 -1.07827 -0.1 0.0 0.0
Se -2.48156 -1.97415 -1.26363 0.0 0.1 0.0
C -2.43145 -2.60844 0.59969 0.0 0.1 -0.1
C -1.95143 -1.65303 1.67488 0.1 0.1 0.0
Se -0.00442 -1.51029 1.84511 0.0 -0.4 0.0
C -0.00581 -0.58541 3.53863 0.1 0.2 0.0
H -4.40116 -0.58150 -0.49063 0.0 0.0 0.0
H -3.81961 -0.05988 -2.08359 0.0 0.0 0.0
H -2.93604 0.44864 -0.62006 0.0 0.0 0.0
H -1.84148 -3.52303 0.56173 0.0 -0.1 0.0
H -3.46292 -2.89342 0.79957 -0.1 0.0 0.0
H -2.27710 -2.02248 2.64748 0.0 0.0 0.0
H -2.34649 -0.64279 1.55811 0.0 0.0 0.0
H -0.77889 0.17919 3.54428 0.0 0.0 0.0
H 0.97870 -0.14252 3.66387 0.0 0.0 0.0
H -0.18269 -1.32722 4.31522 0.0 0.0 0.0
O 1.07511 -3.26517 -3.29148 0.1 0.0 -0.1
N 0.39318 -3.30400 -2.42540 0.0 -0.2 -0.1